[1]
{
  "formula": "C4H6NiO2",
  "method": "ωB97M-V/def2-TZVPD",
  "symbols": ["H", "O", "C", "C", "C", "C", "O", "Ni", "H", "H", "H", "H", "H"],
  "positions_angstrom": [[3.117, -0.056, -0.359], [2.584, -1.967, 0.610], [2.540, -0.771, 0.502], [1.512, 0.121, 0.087], [1.380, 1.562, 0.449], [2.286, 2.062, 1.586], [1.821, 3.232, 2.143], [0.544, 3.832, 3.029], [0.615, -0.391, -0.283], [0.329, 1.791, 0.683], [1.631, 2.146, -0.454], [3.303, 2.211, 1.174], [2.360, 1.260, 2.347]],
  "mulliken_charge": [0.15, -0.40, 0.04, -0.39, -0.38, -0.23, -0.58, 1.14, 0.40, 0.34, 0.32, 0.26, 0.34],
  "de_lowest_kj_mol": 107.0,
  "s2": 3.775,
  "charge": 1,
  "orbital_gap_ha": [0.16751, 0.18822],
  "max_force_ha_per_bohr": 0.05268,
  "multiplicity": 4,
  "e_homo_ev": [-11.52, -12.75]
}

=====

[2]
{
  "formula": "C18H52N10O14PZn2",
  "method": "ωB97M-V/def2-TZVPD",
  "symbols": ["Zn", "Zn", "P", "O", "O", "O", "O", "C", "O", "N", "N", "H", "H", "H", "H", "C", "O", "N", "N", "H", "H", "H", "H", "C", "O", "N", "N", "H", "H", "H", "H", "C", "O", "N", "N", "H", "H", "H", "H", "C", "O", "C", "C", "N", "C", "C", "O", "C", "H", "H", "H", "H", "H", "H", "H", "H", "H", "H", "H", "H", "H", "H", "H", "C", "O", "C", "C", "N", "C", "C", "O", "C", "H", "H", "H", "H", "H", "H", "H", "H", "H", "H", "H", "H", "H", "H", "H", "C", "C", "O", "O", "H", "H", "H", "H", "H", "H"],
  "positions_angstrom": [[-0.125, 1.435, 2.132], [-0.144, -1.724, -1.912], [-0.037, -0.058, 0.028], [-0.398, 1.437, 0.217], [0.434, -0.241, 1.557], [1.084, -0.505, -1.042], [-1.209, -0.966, -0.445], [2.359, -2.535, -3.734], [1.198, -2.224, -3.387], [3.467, -2.069, -3.169], [2.538, -3.513, -4.649], [4.244, -2.703, -3.240], [3.485, -1.293, -2.534], [1.719, -3.981, -4.992], [3.439, -3.837, -4.947], [4.137, -1.490, 1.335], [5.230, -1.914, 1.680], [3.088, -1.371, 2.178], [3.726, -1.068, 0.105], [2.279, -0.799, 1.978], [3.154, -1.974, 2.980], [2.752, -0.787, 0.033], [4.334, -1.364, -0.639], [2.184, 2.814, -2.257], [2.935, 3.514, -2.952], [2.666, 1.748, -1.611], [0.888, 3.125, -1.980], [2.105, 0.924, -1.333], [3.638, 1.629, -1.390], [0.348, 2.616, -1.297], [0.381, 3.743, -2.590], [0.846, 0.539, 5.046], [0.397, 1.145, 4.063], [1.705, 1.127, 5.919], [0.521, -0.737, 5.315], [1.994, 2.085, 5.880], [2.044, 0.560, 6.675], [0.109, -1.258, 4.559], [0.998, -1.149, 6.095], [-0.866, 0.613, -3.969], [-1.140, -0.654, -3.369], [-2.020, -1.407, -4.167], [-2.458, -2.614, -3.284], [-1.425, -3.357, -2.489], [-2.013, -3.759, -1.191], [-0.946, -4.174, -0.155], [0.228, -3.478, -0.537], [1.340, -3.755, 0.324], [-0.633, 0.581, -5.033], [0.002, 1.029, -3.455], [-1.654, 1.320, -3.704], [-1.522, -1.593, -5.125], [-2.950, -0.907, -4.460], [-2.990, -3.256, -3.995], [-3.194, -2.322, -2.539], [-1.131, -4.169, -3.013], [-2.715, -4.590, -1.336], [-2.696, -3.020, -0.781], [-0.725, -5.229, 0.020], [-1.223, -3.730, 0.809], [2.061, -2.967, 0.138], [1.741, -4.750, 0.122], [1.073, -3.735, 1.383], [3.061, 2.130, 1.839], [1.720, 2.567, 2.002], [1.559, 3.979, 1.739], [0.023, 4.202, 1.676], [-0.789, 3.406, 2.609], [-2.243, 3.258, 2.344], [-2.867, 2.038, 3.006], [-2.024, 0.920, 2.624], [-2.642, -0.362, 2.666], [3.378, 1.995, 0.807], [2.948, 1.144, 2.301], [3.709, 2.715, 2.495], [2.037, 4.229, 0.793], [1.969, 4.485, 2.615], [-0.368, 4.149, 0.660], [-0.136, 5.260, 1.920], [-0.763, 3.840, 3.523], [-2.355, 3.155, 1.264], [-2.811, 4.145, 2.639], [-3.858, 1.867, 2.578], [-2.959, 1.999, 4.092], [-2.056, -1.144, 2.193], [-3.561, -0.241, 2.084], [-2.918, -0.643, 3.686], [-3.764, 1.947, -1.047], [-4.288, 0.639, -1.625], [-3.977, -0.501, -0.853], [-2.399, 2.162, -1.356], [-3.944, 2.136, 0.020], [-4.353, 2.791, -1.428], [-3.837, 0.617, -2.626], [-5.360, 0.665, -1.822], [-3.016, -0.473, -0.676], [-1.780, 1.966, -0.611]],
  "mulliken_charge": [-0.88, 2.69, 2.19, 0.10, 0.08, -2.23, 0.10, 0.46, -0.57, -0.29, -0.45, 0.22, 0.10, 0.22, 0.16, 0.36, -0.71, -0.07, 0.04, -0.18, 0.21, -0.33, 0.14, 0.33, -0.74, 0.22, -0.01, -0.56, 0.36, -0.42, 0.24, 0.54, -0.24, -0.44, -0.41, 0.21, 0.15, 0.21, 0.20, -0.83, 0.19, -0.83, -0.82, -0.23, -0.56, -0.67, 0.03, -0.76, 0.45, -0.01, 0.15, 0.42, 0.45, 0.33, 0.39, 0.27, 0.63, -0.01, 0.52, 0.26, 0.19, 0.33, 0.31, -0.50, 0.01, -0.50, -0.67, 0.08, -0.63, -0.89, 0.94, -0.91, -0.07, 0.04, 0.44, 0.33, 0.38, 0.09, 0.60, 0.30, 0.01, 0.49, 0.48, 0.40, -0.08, 0.38, 0.33, -0.20, -0.09, -0.65, -0.57, -0.16, 0.45, -0.20, 0.56, -0.06, -0.34],
  "de_lowest_kj_mol": 0.0,
  "charge": 1,
  "orbital_gap_ha": 0.32351,
  "max_force_ha_per_bohr": 0.07669,
  "multiplicity": 1,
  "e_homo_ev": -10.82
}

=====

[3]
{
  "formula": "C19H20N4O2S",
  "method": "ωB97M-V/def2-TZVPD",
  "symbols": ["O", "O", "N", "N", "S", "C", "C", "C", "C", "C", "C", "C", "C", "C", "C", "C", "C", "C", "C", "N", "N", "C", "C", "C", "C", "C", "H", "H", "H", "H", "H", "H", "H", "H", "H", "H", "H", "H", "H", "H", "H", "H", "H", "H", "H", "H"],
  "positions_angstrom": [[-0.406, 8.504, 2.179], [-0.601, 7.041, 0.604], [-0.358, 2.054, 1.402], [-0.274, -0.930, -0.536], [0.344, -0.148, 2.560], [-0.186, 0.793, 1.173], [0.277, 1.344, 3.467], [0.989, -4.002, -4.147], [-0.050, 2.433, 2.691], [0.604, -2.678, -3.562], [0.485, -5.171, -3.668], [-0.087, -2.634, -2.354], [-0.470, -1.303, -1.804], [0.246, 5.502, 4.974], [0.153, 4.176, 4.545], [0.094, 6.542, 4.058], [-0.210, 4.883, 2.287], [-0.060, 3.828, 3.205], [-0.133, 6.266, 2.686], [-0.609, 0.351, -0.073], [-0.376, 7.318, 1.765], [1.071, -1.424, -4.270], [-1.615, -3.874, -0.731], [0.885, -4.118, -0.672], [-0.440, -5.175, -2.466], [-0.332, -3.903, -1.566], [0.490, 1.393, 4.493], [1.641, -4.038, -5.026], [0.769, -6.106, -4.161], [-0.853, -0.543, -2.474], [0.391, 5.714, 6.041], [0.295, 3.438, 5.318], [0.172, 7.542, 4.482], [-0.443, 4.635, 1.247], [-0.955, 1.111, -0.689], [1.935, -1.684, -4.880], [1.389, -0.674, -3.563], [0.269, -1.013, -4.939], [-1.868, -4.841, -0.267], [-1.587, -3.152, 0.106], [-2.461, -3.586, -1.399], [1.102, -3.214, -0.098], [0.735, -4.950, 0.035], [1.747, -4.361, -1.273], [-1.487, -5.280, -2.847], [-0.224, -6.066, -1.852]],
  "mulliken_charge": [-0.60, -0.58, -0.46, 0.06, -0.08, 0.41, -0.67, -0.69, -0.07, 1.44, -0.75, -0.47, -0.94, -0.70, -0.40, -0.31, -0.03, 0.77, -0.35, -0.32, 0.96, -1.57, -1.86, -1.59, -0.93, 1.99, 0.35, 0.31, 0.38, 0.59, 0.38, 0.28, 0.42, 0.53, 0.33, 0.43, 0.45, 0.29, 0.40, 0.34, 0.44, 0.27, 0.40, 0.43, 0.36, 0.39],
  "de_lowest_kj_mol": 669.1,
  "orbital_gap_ha": 0.25799,
  "max_force_ha_per_bohr": 0.07465,
  "multiplicity": 1,
  "e_homo_ev": -7.77
}

=====

[4]
{
  "formula": "C3BrF3",
  "method": "ωB97M-V/def2-TZVPD",
  "symbols": ["C", "C", "C", "F", "F", "F", "Br"],
  "positions_angstrom": [[-0.798, 1.230, -0.605], [1.105, -1.104, 0.590], [-0.302, -0.211, 0.096], [-0.484, 2.219, 0.099], [-0.815, -1.101, -0.740], [-1.136, -0.181, 1.147], [2.431, -0.851, -0.588]],
  "mulliken_charge": [-0.16, -0.22, 0.82, -0.04, -0.21, -0.24, 0.06],
  "de_lowest_kj_mol": 174.6,
  "orbital_gap_ha": 0.27985,
  "max_force_ha_per_bohr": 0.06200,
  "multiplicity": 1,
  "e_homo_ev": -9.19
}

=====

[5]
{
  "formula": "C12H16AuClV",
  "method": "ωB97M-V/def2-TZVPD",
  "symbols": ["Au", "Cl", "C", "H", "H", "H", "V", "C", "C", "C", "H", "H", "H", "H", "H", "H", "H", "H", "C", "C", "C", "C", "C", "C", "C", "C", "H", "H", "H", "H", "H"],
  "positions_angstrom": [[-0.033, -0.486, 0.103], [-0.370, 2.391, -1.625], [-2.003, -0.226, 0.856], [-2.365, -0.776, 1.740], [-2.501, -0.680, -0.021], [-2.265, 0.828, 0.927], [0.427, 0.498, -2.450], [2.236, 0.729, -3.095], [-0.624, 0.089, -4.042], [0.624, -1.249, -1.784], [-0.959, -0.961, -4.007], [-1.519, 0.741, -4.124], [-0.009, 0.234, -4.953], [2.872, -0.101, -2.751], [2.249, 0.769, -4.200], [2.659, 1.679, -2.709], [-0.191, -1.953, -1.997], [1.599, -1.715, -1.598], [-0.274, -0.134, 2.056], [-0.029, -0.128, 3.280], [-0.001, -0.060, 4.718], [-1.040, 0.573, 5.456], [-1.032, 0.634, 6.849], [0.064, 0.074, 7.535], [1.104, -0.533, 6.840], [1.100, -0.603, 5.447], [-1.874, 1.050, 4.918], [-1.835, 1.115, 7.393], [0.087, 0.156, 8.615], [1.957, -0.934, 7.393], [1.949, -1.020, 4.880]],
  "mulliken_charge": [0.31, -0.54, -1.64, 0.42, 0.45, 0.35, 0.57, -0.93, -0.92, -1.18, 0.23, 0.23, 0.20, 0.24, 0.22, 0.23, 0.39, 0.36, -0.93, 0.79, 0.42, -0.25, -0.52, -0.32, -0.42, -0.51, 0.36, 0.37, 0.34, 0.33, 0.38],
  "de_lowest_kj_mol": 0.0,
  "s2": 6.025,
  "charge": -1,
  "orbital_gap_ha": [0.21148, 0.23555],
  "max_force_ha_per_bohr": 0.10596,
  "multiplicity": 5,
  "e_homo_ev": [-2.78, -5.34]
}

=====

[6]
{
  "formula": "C20H20N2O2",
  "method": "ωB97M-V/def2-TZVPD",
  "symbols": ["O", "C", "N", "H", "C", "H", "H", "C", "C", "C", "C", "C", "C", "C", "H", "H", "H", "H", "H", "H", "H", "C", "N", "C", "O", "C", "C", "C", "C", "C", "C", "H", "H", "H", "H", "C", "C", "C", "H", "H", "H", "H", "H", "H"],
  "positions_angstrom": [[-0.813, -1.509, 1.282], [-0.662, -1.391, 0.090], [0.147, -2.177, -0.651], [0.294, -1.965, -1.626], [1.040, -3.140, -0.045], [0.849, -4.130, -0.474], [0.785, -3.167, 1.016], [2.514, -2.774, -0.250], [2.862, -1.359, 0.139], [2.334, -0.757, 1.275], [2.681, 0.540, 1.608], [3.576, 1.248, 0.826], [4.119, 0.652, -0.299], [3.756, -0.637, -0.642], [4.180, -1.094, -1.527], [4.826, 1.192, -0.913], [3.851, 2.258, 1.092], [2.250, 0.997, 2.486], [1.642, -1.291, 1.906], [3.116, -3.469, 0.342], [2.779, -2.927, -1.300], [-1.387, -0.304, -0.735], [-2.531, 0.211, -0.025], [-2.338, 1.461, 0.496], [-3.131, 2.068, 1.183], [-1.017, 1.902, -0.008], [-0.362, 3.108, 0.158], [0.849, 3.286, -0.492], [1.383, 2.282, -1.285], [0.734, 1.065, -1.437], [-0.472, 0.887, -0.792], [1.170, 0.292, -2.053], [2.320, 2.447, -1.795], [1.382, 4.219, -0.386], [-0.798, 3.880, 0.772], [-3.724, -0.522, 0.222], [-3.807, -2.004, 0.048], [-4.521, -1.100, -0.915], [-5.597, -1.035, -0.869], [-4.125, -1.008, -1.915], [-2.937, -2.539, -0.301], [-4.390, -2.560, 0.766], [-4.266, -0.065, 1.042], [-1.660, -0.694, -1.722]],
  "mulliken_charge": [-0.63, -0.02, -0.08, 0.32, -0.91, 0.40, 0.41, -0.97, 0.91, -0.24, -0.58, -0.56, -0.58, -0.56, 0.34, 0.45, 0.43, 0.42, 0.34, 0.31, 0.39, -0.29, 0.21, 0.17, -0.72, 0.02, -0.57, -0.57, -0.73, -0.43, 0.94, 0.31, 0.47, 0.44, 0.53, -0.10, -0.57, -0.61, 0.28, 0.20, 0.14, 0.28, 0.55, 0.46],
  "de_lowest_kj_mol": 85.6,
  "orbital_gap_ha": 0.33925,
  "max_force_ha_per_bohr": 0.01231,
  "multiplicity": 1,
  "e_homo_ev": -8.75
}